1.
{
  "formula": "C38H41NNaOSi",
  "method": "wB97M-V/def2-TZVPD",
  "total_energy_ha": -2054.1851,
  "relative_energy_ev": 0.188,
  "total_charge": 1,
  "orbital_gap_ha": 0.1180,
  "elements": ["C", "Si", "C", "C", "O", "C", "C", "C", "C", "C", "C", "C", "C", "C", "C", "C", "C", "C", "C", "C", "C", "C", "N", "C", "C", "C", "C", "C", "C", "C", "C", "C", "H", "H", "H", "H", "H", "H", "H", "H", "H", "H", "H", "H", "H", "H", "H", "H", "H", "H", "H", "H", "H", "H", "H", "H", "H", "H", "H", "H", "H", "H", "H", "H", "H", "H", "C", "Na", "C", "C", "C", "C", "C", "C", "C", "C", "H", "H", "H", "H", "H", "H", "H"],
  "positions_angstrom": [[4.94159, 4.24511, 0.64705], [4.63731, 2.60655, 1.46735], [6.07798, 1.43822, 1.28504], [4.17320, 2.84638, 3.25413], [3.38243, 1.88798, 0.63849], [1.99236, 1.66905, 0.83202], [1.78913, 0.49123, 1.82773], [2.82703, -0.42700, 2.01790], [2.65303, -1.51731, 2.87492], [1.45281, -1.66842, 3.57295], [0.42366, -0.74036, 3.40483], [0.56962, 0.30531, 2.48516], [1.35418, 3.02326, 1.24558], [0.92193, 3.25365, 2.55594], [0.38280, 4.49898, 2.89777], [0.36700, 5.53308, 1.96667], [0.88978, 5.32723, 0.68933], [1.40118, 4.07876, 0.32904], [1.50228, 1.18256, -0.56098], [2.23469, -0.07092, -1.07182], [1.32071, -1.26035, -0.81765], [-0.09491, -0.67758, -0.70178], [0.08542, 0.75910, -0.52866], [-0.91496, 1.60903, -0.31029], [-2.28765, 1.28072, -0.26254], [-2.96249, 0.15918, -0.71547], [-4.30824, -0.07996, -0.23774], [-5.31258, -0.73379, -0.99987], [-6.63121, -0.78258, -0.54670], [-6.99349, -0.21329, 0.68050], [-6.01329, 0.39832, 1.47733], [-4.69589, 0.45383, 1.02745], [5.72285, 4.78298, 1.20491], [5.28338, 4.09521, -0.38560], [4.03619, 4.86321, 0.62837], [6.97204, 1.86522, 1.76279], [5.87682, 0.46991, 1.75711], [6.30531, 1.26808, 0.22382], [5.09443, 3.07968, 3.81234], [3.47215, 3.68406, 3.37780], [3.72082, 1.94549, 3.69242], [3.78250, -0.28593, 1.50169], [3.47381, -2.22954, 2.98215], [1.32912, -2.51768, 4.24923], [-0.50066, -0.82309, 3.97769], [-0.25382, 0.99962, 2.30883], [1.02426, 2.47181, 3.31538], [-0.01094, 4.62781, 3.90490], [-0.04079, 6.50252, 2.24428], [0.90871, 6.13391, -0.03870], [1.84763, 3.92192, -0.65714], [1.60036, 2.01088, -1.28347], [2.34602, 0.06410, -2.15405], [3.22480, -0.18095, -0.62818], [1.36877, -2.00218, -1.62242], [1.56349, -1.76547, 0.12571], [-0.66612, -0.89922, -1.61380], [-0.66282, -1.12409, 0.13659], [-0.63681, 2.64776, -0.10448], [-2.86720, 2.12204, 0.16131], [-2.54366, -0.47084, -1.50921], [-5.03854, -1.13970, -1.98588], [-7.39897, -1.25557, -1.16194], [-8.02177, -0.24898, 1.03272], [-6.26918, 0.83032, 2.44772], [-3.92867, 0.91526, 1.66430], [-0.11683, -5.52130, -3.04646], [-4.45122, -3.71309, -2.41121], [0.01474, -4.23119, -2.45510], [-1.09781, -3.43381, -2.86721], [-1.91465, -4.22117, -3.73307], [-1.39381, -5.57504, -3.72277], [-2.23679, -6.59114, -4.18879], [-3.45100, -6.26419, -4.78623], [-3.85283, -4.93408, -4.96664], [-3.00488, -3.89106, -4.56410], [0.60367, -6.34451, -3.03806], [0.84585, -3.89157, -1.83466], [-1.26323, -2.37458, -2.64448], [-1.95417, -7.63572, -4.01663], [-4.12456, -7.05481, -5.09995], [-4.75469, -4.70709, -5.52973], [-3.12671, -2.85018, -4.88576]],
  "atomic_forces_ev_per_a": [[0.285, 0.050, 0.009], [-0.224, 0.114, 0.207], [0.120, 0.108, -0.063], [0.101, 0.088, 0.229], [-0.761, -0.463, -0.597], [0.749, -0.104, 0.637], [0.008, 0.553, -0.277], [-0.004, -0.007, 0.293], [-0.053, 0.282, -0.231], [0.113, -0.079, 0.079], [0.005, 0.007, -0.371], [0.171, -0.392, 0.255], [0.581, -0.612, 0.321], [-0.192, 0.238, -0.224], [0.212, -0.325, -0.013], [-0.105, -0.076, 0.026], [0.156, -0.208, -0.133], [-0.388, 0.106, 0.230], [0.314, 0.218, -0.150], [-0.090, 0.388, -0.596], [-0.254, -0.419, 0.483], [-0.002, -0.968, -0.525], [-1.771, 1.560, 0.476], [1.958, -1.137, -0.894], [-1.128, -0.192, -0.129], [0.632, 1.128, 0.237], [-1.490, 0.229, 0.498], [0.532, 0.210, 0.238], [0.001, -0.070, -0.015], [0.580, 0.109, 0.081], [0.071, -0.225, -0.363], [0.196, -0.085, -0.311], [-0.165, -0.009, -0.250], [-0.022, 0.117, 0.192], [0.185, -0.102, 0.066], [-0.175, -0.133, -0.142], [0.067, 0.148, -0.048], [-0.006, 0.011, 0.230], [-0.317, -0.051, -0.024], [0.226, -0.198, 0.007], [0.150, 0.189, -0.065], [-0.479, -0.053, 0.258], [-0.350, 0.153, 0.086], [0.006, 0.347, -0.164], [0.229, -0.099, -0.195], [0.223, -0.249, 0.184], [-0.166, 0.444, -0.365], [0.152, 0.179, -0.222], [0.075, -0.173, -0.104], [0.004, -0.054, 0.181], [-0.205, 0.169, 0.325], [-0.061, -0.364, 0.362], [0.207, -0.120, 0.178], [-0.194, 0.125, -0.129], [-0.016, 0.307, 0.224], [0.047, 0.117, -0.295], [0.382, 0.347, 0.250], [0.139, 0.451, -0.182], [0.033, -0.403, -0.167], [0.167, -0.880, 0.029], [-0.127, 0.000, 0.665], [-0.212, 0.287, 0.334], [0.239, 0.144, 0.167], [0.184, -0.040, -0.170], [0.048, -0.188, -0.358], [-0.421, -0.271, -0.309], [-0.542, 0.362, 0.370], [0.606, -0.455, -0.344], [-0.664, -0.899, -1.130], [0.236, 0.117, -0.039], [0.543, 0.353, 0.643], [0.734, 0.808, 0.517], [0.050, -0.188, -0.121], [-0.145, -0.646, 0.600], [0.396, 0.870, -0.554], [-0.643, -0.221, 0.535], [-0.365, 0.354, 0.373], [-0.310, -0.310, -0.235], [0.162, -0.332, -0.293], [-0.121, 0.331, -0.356], [0.103, 0.017, -0.002], [0.163, -0.095, -0.136], [-0.372, -0.241, 0.218]],
  "lowdin_charge": [-0.145, 0.407, -0.148, -0.138, -0.173, -0.328, -0.146, -0.039, -0.052, -0.069, -0.059, -0.063, -0.173, -0.048, -0.056, -0.069, -0.062, -0.060, -0.151, -0.083, -0.117, -0.108, 0.025, 0.017, -0.035, 0.022, -0.211, -0.038, -0.067, -0.046, -0.047, -0.020, 0.045, 0.043, 0.023, 0.044, 0.028, 0.043, 0.047, 0.033, 0.039, 0.104, 0.116, 0.112, 0.109, 0.107, 0.116, 0.113, 0.110, 0.112, 0.125, 0.156, 0.132, 0.118, 0.096, 0.114, 0.087, 0.151, 0.140, 0.132, 0.112, 0.106, 0.113, 0.116, 0.119, 0.118, -0.072, 0.710, -0.125, -0.130, -0.286, -0.217, -0.041, -0.132, -0.169, -0.137, 0.091, 0.066, 0.040, 0.114, 0.093, 0.090, 0.106]
}



2.
{
  "formula": "C11H14N2O",
  "method": "wB97M-V/def2-TZVPD",
  "total_energy_ha": -612.2362,
  "relative_energy_ev": 2.039,
  "total_charge": -1,
  "multiplicity": 2,
  "s_squared": 0.763,
  "orbital_gap_ha": [0.0816, 0.2314],
  "elements": ["C", "C", "C", "C", "C", "C", "C", "O", "H", "H", "H", "H", "H", "H", "H", "H", "C", "C", "C", "C", "N", "N", "H", "H", "H", "H", "H", "H"],
  "positions_angstrom": [[-2.20536, 3.35205, 0.49341], [-1.81238, -0.03804, -1.19472], [-2.41077, -0.88814, -0.25423], [-1.84315, 1.37021, -1.02444], [-2.39454, 1.88126, 0.19948], [-2.85691, -0.46618, 0.99764], [-2.81327, 0.97448, 1.15985], [-2.35389, -2.22570, -0.60630], [-1.19000, -0.49419, -1.96765], [-1.36260, 1.95051, -1.77262], [-3.50275, -1.10051, 1.57866], [-3.07150, -2.68645, -0.14085], [-1.49916, 3.46932, 1.34451], [-3.13683, 3.90763, 0.71935], [-3.10290, 1.37007, 2.12816], [-1.90982, 3.80373, -0.48855], [1.51084, -0.79250, 1.51710], [4.05434, 0.19988, -0.84154], [2.72006, -0.73500, 0.59009], [3.14726, -1.76281, -0.26048], [3.23763, 0.44345, 0.15853], [4.06691, -1.15530, -1.08647], [4.64047, 0.97081, -1.37590], [4.38753, -1.59600, -1.92725], [2.98241, -2.80227, -0.09710], [1.79190, -0.32150, 2.44637], [1.13569, -1.81164, 1.61195], [0.64157, -0.31773, 0.99365]],
  "atomic_forces_ev_per_a": [[-0.500, 0.305, -0.705], [-0.283, -1.167, 0.487], [1.303, 0.644, -0.836], [-0.791, 0.123, 1.517], [1.078, -1.047, -0.756], [-0.020, 0.420, -1.159], [-0.478, 0.726, 0.580], [-0.618, -0.967, 0.264], [-0.420, 0.035, -0.030], [0.237, 0.880, -0.316], [-0.185, -0.178, 0.382], [0.439, 0.270, -0.063], [-0.217, 0.307, -0.798], [0.186, -0.470, 0.303], [-0.101, 0.127, 0.099], [0.471, -0.062, 1.073], [0.160, 0.104, -1.513], [-0.411, -0.459, 0.505], [-1.489, -1.343, -1.493], [0.227, 2.065, 1.938], [0.748, 0.953, 0.145], [-0.017, -0.065, -0.747], [-0.458, -0.906, 0.284], [0.348, 0.064, -0.108], [0.082, -0.525, -0.579], [-0.508, 0.071, 0.422], [0.437, -0.138, 0.459], [0.780, 0.233, 0.649]],
  "lowdin_spin": [0.005, 0.159, 0.056, 0.240, 0.040, 0.222, 0.174, 0.005, 0.011, 0.027, 0.033, 0.004, 0.000, 0.000, 0.012, 0.005, 0.003, 0.000, 0.000, 0.000, 0.000, 0.000, 0.000, 0.000, 0.000, 0.000, 0.003, 0.000]
}



3.
{
  "formula": "C9H14",
  "method": "wB97M-V/def2-TZVPD",
  "total_energy_ha": -351.2892,
  "smiles": "Cc1ccccc1.CC",
  "relative_energy_ev": 1.115,
  "total_charge": 0,
  "orbital_gap_ha": 0.3636,
  "elements": ["C", "C", "C", "C", "C", "C", "C", "H", "H", "H", "H", "H", "H", "H", "H", "C", "C", "H", "H", "H", "H", "H", "H"],
  "positions_angstrom": [[-3.04291, 0.24914, 0.25358], [-2.04697, -0.10817, -0.86267], [-1.34689, 0.96813, -1.41245], [-0.42082, 0.68490, -2.41643], [-0.30100, -0.61997, -2.86993], [-1.17754, -1.62390, -2.50333], [-2.03696, -1.38048, -1.43506], [-2.83772, 1.26597, 0.57745], [-2.79081, -0.30502, 1.16221], [-4.02468, 0.06174, -0.16339], [-1.55951, 1.98952, -1.12908], [0.08003, 1.52898, -2.87705], [0.52745, -0.65895, -3.57992], [-1.28295, -2.40300, -3.25154], [-2.86525, -2.04392, -1.22184], [3.53834, 0.83033, 2.40301], [2.67173, -0.27708, 3.01066], [3.21432, 1.37109, 1.50781], [3.82286, 1.57820, 3.12735], [4.48891, 0.38725, 2.06908], [1.67630, -0.35237, 2.58212], [3.17853, -1.23759, 3.00601], [2.53554, 0.09518, 4.02340]],
  "atomic_forces_ev_per_a": [[1.590, -0.526, -0.352], [-0.966, 1.162, 0.890], [0.493, -1.156, -0.533], [-0.958, 0.379, 0.937], [1.356, 1.566, -0.714], [-0.078, 0.413, -0.369], [-0.060, 0.486, -0.922], [-0.588, 0.318, -0.375], [-0.563, -0.490, -0.212], [-0.440, 0.181, 0.645], [0.074, -0.046, 0.283], [0.413, -0.341, -0.044], [-0.594, -1.006, -0.324], [0.073, -0.664, 0.779], [0.254, -0.277, 0.318], [1.290, -0.369, -1.138], [-0.150, 1.190, 0.291], [-0.592, -0.270, 0.219], [-0.075, 0.243, 0.288], [-0.093, 0.140, 0.129], [0.033, -0.145, -0.223], [-0.152, -0.031, 0.059], [-0.267, -0.757, 0.369]],
  "lowdin_charge": [-0.051, -0.276, -0.059, -0.094, -0.118, -0.090, -0.054, 0.064, 0.077, 0.077, 0.105, 0.101, 0.102, 0.105, 0.110, -0.180, -0.161, 0.060, 0.049, 0.059, 0.057, 0.060, 0.056]
}



4.
{
  "formula": "C4H11N3O5",
  "method": "wB97M-V/def2-TZVPD",
  "total_energy_ha": -699.3229,
  "smiles": "CCO[C@@](O)(OC)N(N)[N+](=O)[O-]",
  "relative_energy_ev": 0.000,
  "total_charge": 0,
  "orbital_gap_ha": 0.3837,
  "elements": ["C", "C", "O", "C", "O", "O", "C", "N", "N", "N", "O", "O", "H", "H", "H", "H", "H", "H", "H", "H", "H", "H", "H"],
  "positions_angstrom": [[2.71837, -0.27065, -1.24467], [1.32339, -0.68504, -0.81417], [0.63852, 0.51197, -0.40310], [-0.57884, 0.41188, 0.22039], [-1.46400, 1.30600, -0.37412], [-1.04297, -0.87834, 0.18022], [-2.26217, -1.12461, 0.86674], [-0.48551, 0.91816, 1.61530], [-0.88837, 2.19969, 1.95379], [0.40616, 0.34729, 2.49179], [0.84141, -0.73240, 2.18244], [0.64156, 0.95290, 3.49647], [2.66710, 0.45436, -2.05249], [3.24488, 0.17720, -0.40716], [3.26470, -1.14618, -1.58151], [1.35914, -1.38525, 0.02246], [0.77030, -1.14193, -1.64254], [-1.33513, 1.26894, -1.32932], [-2.56081, -2.12345, 0.56135], [-3.02213, -0.39534, 0.57694], [-2.11293, -1.09795, 1.94827], [-0.39380, 2.90543, 1.41251], [-1.88816, 2.30175, 1.81675]],
  "atomic_forces_ev_per_a": [[-0.469, 0.010, 0.153], [0.164, -0.247, -0.085], [0.151, -0.114, -0.212], [0.197, -0.007, 0.168], [-0.215, 0.142, 0.082], [0.172, -0.052, -0.249], [0.014, 0.056, -0.009], [-1.080, 0.818, -0.281], [0.048, 0.118, 0.010], [-0.325, 0.417, 0.012], [0.395, -0.842, -0.298], [0.384, 0.209, 0.723], [0.051, 0.052, -0.110], [0.109, 0.033, 0.078], [0.101, -0.084, -0.059], [-0.023, 0.086, -0.183], [0.094, 0.012, 0.110], [0.158, -0.150, 0.088], [-0.087, 0.028, 0.054], [-0.008, -0.091, 0.022], [0.005, -0.014, -0.034], [-0.087, -0.226, 0.017], [0.249, -0.155, 0.004]],
  "lowdin_charge": [-0.059, -0.225, -0.010, -0.626, 0.078, -0.069, -0.039, -0.038, 0.110, -0.393, 0.086, 0.094, 0.075, 0.079, 0.077, 0.109, 0.124, 0.133, 0.097, 0.092, 0.093, 0.108, 0.102]
}



5.
{
  "formula": "ClI2O2V",
  "method": "wB97M-V/def2-TZVPD",
  "total_energy_ha": -2150.1872,
  "total_charge": -1,
  "multiplicity": 2,
  "s_squared": 0.752,
  "orbital_gap_ha": [0.2958, 0.1835],
  "elements": ["O", "V", "O", "Cl", "I", "I"],
  "positions_angstrom": [[-1.78535, 0.71345, 0.12351], [-0.52452, -0.19503, -0.25257], [0.84906, 0.47867, -0.65487], [2.94689, 1.94575, 0.84060], [-1.85599, -1.78685, -2.28721], [0.36990, -1.15598, 2.23055]],
  "atomic_forces_ev_per_a": [[1.637, 0.247, -0.423], [-1.539, -1.981, 0.891], [-0.313, 1.021, -0.278], [-0.129, -0.078, -0.092], [0.833, 0.622, 0.920], [-0.488, 0.168, -1.018]],
  "lowdin_spin": [0.004, 0.007, 0.045, 0.941, 0.000, 0.003]
}



6.
{
  "formula": "C4H5NO",
  "method": "wB97M-V/def2-TZVPD",
  "total_energy_ha": -285.3541,
  "smiles": "N#C[C@H]1CCO1",
  "relative_energy_ev": 1.647,
  "total_charge": 0,
  "orbital_gap_ha": 0.4251,
  "elements": ["N", "C", "C", "C", "C", "O", "H", "H", "H", "H", "H"],
  "positions_angstrom": [[2.89502, -0.72683, 0.03134], [1.87908, -0.17993, 0.11618], [0.61811, 0.58996, 0.17479], [-0.49444, 0.12843, -0.78120], [-1.11224, -0.47252, 0.48586], [-0.18901, 0.27421, 1.31026], [0.88553, 1.65033, 0.13164], [-1.06516, 0.99368, -1.12125], [-0.23929, -0.51642, -1.62299], [-2.15793, -0.21626, 0.67966], [-0.96739, -1.54978, 0.62722]],
  "atomic_forces_ev_per_a": [[-1.047, 0.470, 0.097], [0.872, -0.442, -0.092], [0.194, 0.201, -0.110], [-0.068, 0.038, -0.154], [-0.280, -0.189, -0.046], [0.083, -0.008, 0.150], [-0.052, -0.105, 0.062], [0.070, -0.145, -0.084], [0.020, 0.051, 0.211], [0.194, -0.002, 0.095], [0.014, 0.132, -0.129]],
  "lowdin_charge": [0.155, -0.141, -0.321, -0.078, -0.156, -0.077, 0.150, 0.114, 0.116, 0.117, 0.122]
}